[1]
This record from OMol25 describes C10H5CdNO5S as an isolated structure at a distorted geometry. The level of theory is ωB97M-V/def2-TZVPD.

Last column: natural (NBO) charge in e.
Atoms and positions in Å:
Cd1 -0.00956 0.60976 -0.00369  1.382
S1 0.14811 1.44271 2.39466  -0.368
O1 3.35073 -0.12710 0.03755  -0.337
O2 -0.00022 3.77647 -1.36618  -0.307
O3 -3.35224 -0.12683 0.03334  -0.325
O4 -0.00104 -3.08790 1.11540  -0.385
O5 -0.00126 -1.24215 -3.09071  -0.335
N1 0.70229 -0.88310 3.62080  -0.479
C1 0.00225 -2.01500 0.75142  0.430
C2 2.22662 0.02328 -0.00819  0.402
C3 -0.00294 -0.70221 -2.07952  0.411
C4 -1.33207 0.19809 4.20256  -0.251
C5 -2.22883 0.02523 -0.00580  0.409
C6 -1.49671 -0.68542 5.25902  -0.061
C7 0.00044 2.69760 -0.98486  0.414
C8 0.58429 -1.76463 4.66537  0.082
C9 -0.19050 0.13092 3.40623  0.055
C10 -0.52469 -1.68139 5.49581  -0.235
H1 -0.63922 -2.38482 6.32738  0.276
H2 -2.36371 -0.59752 5.90343  0.264
H3 1.54976 -0.93866 3.05086  0.436
H4 -2.01636 1.00142 3.98298  0.264
H5 1.37415 -2.50126 4.79054  0.258

Results
Kohn-Sham gap: 8.1 eV
2S+1: 1
HOMO energy: -15.73 eV
charge: +2
largest force on an atom: 4.67 eV/Å

=====

[2]
This record from OMol25 describes a 2-piece molecular cluster, C3H3Br3F2N3 overall at a distorted geometry. The level of theory is ωB97M-V/def2-TZVPD.

Last column: natural (NBO) charge in e.
Atoms and positions in Å:
Br1 -0.46197 2.23599 0.85097  0.088
Br2 3.69931 1.83635 -0.31059  -0.196
Br3 2.11849 -1.97625 0.93822  0.238
F1 -3.21730 0.07728 -0.00227  -0.093
F2 -1.62825 -0.86015 -2.11352  -0.205
N1 -0.12293 -0.41505 1.45658  -0.434
N2 0.16916 -0.96962 -0.74645  -0.599
N3 -1.88646 -0.09032 0.03770  0.001
C1 -1.22837 0.44648 1.16425  -0.014
C2 -1.14183 -0.67551 -0.91766  0.877
C3 0.59486 -0.97393 0.55843  0.330
H1 4.25337 2.12979 -1.49541  0.197
H2 -1.92654 0.51474 2.14908  0.310
H3 0.77847 -1.27980 -1.56930  0.499

Results
Kohn-Sham gap: 8.6 eV
2S+1: 1
HOMO energy: -13.84 eV
charge: +1
largest force on an atom: 3.53 eV/Å

=====

[3]
This record from OMol25 describes C12H18Cl2N2Os as an isolated structure at a distorted geometry. The level of theory is ωB97M-V/def2-TZVPD.

Last column: natural (NBO) charge in e.
Atoms and positions in Å:
Os1 -0.59192 0.19382 0.00698  1.157
Cl1 0.12975 1.67632 1.70035  -0.528
Cl2 -1.99054 -1.18856 -1.28099  -0.482
N1 -1.78738 -0.58987 2.79109  -0.791
N2 -0.39213 -1.68635 1.29167  -0.560
C1 1.00122 -0.28125 -0.75847  -0.313
C2 -0.83535 1.70169 -1.37517  -0.503
C3 0.05782 2.96478 -1.59879  -0.403
C4 2.22747 1.70491 -1.66008  -0.400
C5 0.19958 -3.98255 1.60325  -0.302
C6 1.32568 2.69292 -2.39544  -0.392
C7 -0.95871 -2.79691 3.35000  -0.285
C8 -1.02432 -1.67804 2.47488  0.428
C9 -2.12992 2.09371 -0.80678  -0.361
C10 0.15914 -2.83197 0.83678  0.084
C11 1.78213 0.25563 -1.92308  -0.487
C12 -0.35363 -3.96833 2.90177  -0.129
H1 -2.99131 1.44744 -0.92985  0.217
H2 -1.58710 0.30931 2.32641  0.407
H3 3.27090 1.82225 -1.95790  0.212
H4 2.65079 -0.39803 -2.08030  0.212
H5 1.03049 2.30965 -3.38004  0.193
H6 1.14698 0.16297 -2.81317  0.223
H7 -0.33413 -4.87657 3.51949  0.228
H8 1.86468 3.62812 -2.57417  0.212
H9 2.18175 1.91110 -0.58017  0.222
H10 -1.42617 -2.70899 4.34069  0.221
H11 -2.09297 -0.50496 3.74453  0.396
H12 0.67120 -4.87131 1.18504  0.229
H13 -2.20075 3.13216 -0.47871  0.202
H14 0.57209 -2.80093 -0.17218  0.219
H15 -0.56538 3.68728 -2.14810  0.205
H16 1.56075 -1.06763 -0.22417  0.199
H17 -0.85630 1.07638 -2.29271  0.253
H18 0.28562 3.46181 -0.64267  0.219

Results
Kohn-Sham gap (spin up / spin down): 5.6 / 7.0 eV
2S+1: 5
HOMO energy (spin up / spin down): -5.68 / -8.69 eV
charge: 0
largest force on an atom: 2.93 eV/Å

=====

Repeat the third record exactly.
This record from OMol25 describes C12H18Cl2N2Os as an isolated structure at a distorted geometry. The level of theory is ωB97M-V/def2-TZVPD.

Last column: natural (NBO) charge in e.
Atoms and positions in Å:
Os1 -0.59192 0.19382 0.00698  1.157
Cl1 0.12975 1.67632 1.70035  -0.528
Cl2 -1.99054 -1.18856 -1.28099  -0.482
N1 -1.78738 -0.58987 2.79109  -0.791
N2 -0.39213 -1.68635 1.29167  -0.560
C1 1.00122 -0.28125 -0.75847  -0.313
C2 -0.83535 1.70169 -1.37517  -0.503
C3 0.05782 2.96478 -1.59879  -0.403
C4 2.22747 1.70491 -1.66008  -0.400
C5 0.19958 -3.98255 1.60325  -0.302
C6 1.32568 2.69292 -2.39544  -0.392
C7 -0.95871 -2.79691 3.35000  -0.285
C8 -1.02432 -1.67804 2.47488  0.428
C9 -2.12992 2.09371 -0.80678  -0.361
C10 0.15914 -2.83197 0.83678  0.084
C11 1.78213 0.25563 -1.92308  -0.487
C12 -0.35363 -3.96833 2.90177  -0.129
H1 -2.99131 1.44744 -0.92985  0.217
H2 -1.58710 0.30931 2.32641  0.407
H3 3.27090 1.82225 -1.95790  0.212
H4 2.65079 -0.39803 -2.08030  0.212
H5 1.03049 2.30965 -3.38004  0.193
H6 1.14698 0.16297 -2.81317  0.223
H7 -0.33413 -4.87657 3.51949  0.228
H8 1.86468 3.62812 -2.57417  0.212
H9 2.18175 1.91110 -0.58017  0.222
H10 -1.42617 -2.70899 4.34069  0.221
H11 -2.09297 -0.50496 3.74453  0.396
H12 0.67120 -4.87131 1.18504  0.229
H13 -2.20075 3.13216 -0.47871  0.202
H14 0.57209 -2.80093 -0.17218  0.219
H15 -0.56538 3.68728 -2.14810  0.205
H16 1.56075 -1.06763 -0.22417  0.199
H17 -0.85630 1.07638 -2.29271  0.253
H18 0.28562 3.46181 -0.64267  0.219

Results
Kohn-Sham gap (spin up / spin down): 5.6 / 7.0 eV
2S+1: 5
HOMO energy (spin up / spin down): -5.68 / -8.69 eV
charge: 0
largest force on an atom: 2.93 eV/Å

=====

> Look up the largest force on an atom of the first one.

4.67 eV/Å